[1]
{"formula": "C4H6O2", "method": "ωB97M-V with the def2-TZVPD basis set", "relative_energy_kcal_mol": 130.75, "charge": 0, "gap_ev": 9.55, "lumo_ev": 0.69, "multiplicity": 1, "symbols": ["C", "O", "C", "C", "O", "C", "H", "H", "H", "H", "H", "H"], "positions_angstrom": [[1.6193, 0.3177, -0.6964], [1.2645, -0.4392, 0.9047], [0.3110, 0.0377, -0.0938], [-0.8061, 0.8947, 0.4904], [-1.7906, -0.0743, 0.0976], [-0.8060, -0.8974, -0.5443], [1.6757, -1.2344, 0.5357], [1.9214, 1.3196, -0.3496], [-0.9480, 1.8565, -0.0176], [-0.7639, 1.0466, 1.5752], [-0.7775, -1.9168, -0.1369], [-0.9388, -0.9392, -1.6328]]}

=====

[2]
{"formula": "C8H16NP", "method": "ωB97M-V with the def2-TZVPD basis set", "relative_energy_kcal_mol": 92.97, "charge": 0, "gap_ev": [7.37, 6.60], "lumo_ev": [0.72, 0.15], "multiplicity": 1, "symbols": ["C", "C", "C", "C", "C", "C", "C", "C", "N", "P", "H", "H", "H", "H", "H", "H", "H", "H", "H", "H", "H", "H", "H", "H", "H", "H"], "positions_angstrom": [[4.5230, 1.6509, -0.1995], [3.4359, 1.9774, 0.0535], [-2.2614, -1.8451, 0.8654], [-2.1510, 2.3930, 0.2735], [2.2017, -1.7147, -0.6723], [-2.1987, -0.7115, -0.0738], [-1.4939, 1.4854, -0.7096], [1.1063, -1.5864, 0.3853], [-1.1869, 0.2198, -0.0772], [0.4266, 0.1796, 0.5508], [5.5367, 1.2213, -0.4004], [-3.2668, -1.9157, 1.1971], [-2.1892, -2.8997, 0.3425], [-1.3901, -1.7805, 1.5781], [-1.5690, 2.4645, 1.2411], [-2.2404, 3.4013, -0.2886], [-3.2120, 2.1389, 0.4934], [2.8848, -1.0281, -0.3825], [2.5909, -2.7945, -0.7343], [1.8853, -1.5398, -1.7248], [-2.9055, -0.6563, -0.9254], [2.5134, 2.3145, 0.5149], [-2.1808, 1.3364, -1.4932], [-0.5405, 1.8817, -1.2683], [1.3536, -1.8363, 1.4088], [0.3278, -2.3560, 0.0456]]}

=====

[3]
{"formula": "C3H11NS", "method": "ωB97M-V with the def2-TZVPD basis set", "relative_energy_kcal_mol": 30.32, "charge": 0, "gap_ev": 9.45, "lumo_ev": 0.86, "multiplicity": 1, "symbols": ["C", "S", "C", "H", "H", "H", "H", "H", "H", "C", "N", "H", "H", "H", "H", "H"], "positions_angstrom": [[4.6388, -2.4562, -0.3620], [3.2433, -1.5058, 0.2568], [3.2285, -0.2924, -1.1370], [5.2526, -1.8239, -0.9985], [5.3805, -2.7286, 0.4196], [4.4512, -3.3107, -1.0288], [2.3712, -0.5598, -1.8291], [4.2568, -0.1922, -1.4445], [2.9555, 0.6242, -0.5635], [-5.2497, 1.6325, 1.4821], [-5.3137, 2.2571, 0.1067], [-5.2653, 2.3645, 2.3326], [-6.0836, 0.9124, 1.7397], [-4.3679, 0.9665, 1.4951], [-4.3774, 2.6902, 0.0013], [-5.1207, 1.4221, -0.4703]]}

=====

[4]
{"formula": "C56H104ClIN3O9", "method": "ωB97M-V with the def2-TZVPD basis set", "relative_energy_kcal_mol": 0.00, "charge": 1, "gap_ev": 7.89, "lumo_ev": -2.18, "multiplicity": 1, "symbols": ["C", "C", "C", "C", "C", "C", "C", "C", "C", "O", "C", "C", "C", "C", "C", "C", "C", "N", "C", "C", "C", "C", "C", "C", "C", "Cl", "N", "C", "C", "C", "N", "C", "C", "O", "I", "H", "H", "H", "H", "H", "H", "H", "H", "H", "H", "H", "H", "H", "H", "H", "H", "H", "H", "H", "H", "H", "H", "H", "H", "H", "H", "H", "H", "H", "H", "H", "H", "H", "H", "H", "H", "H", "H", "H", "H", "H", "H", "H", "H", "H", "H", "H", "H", "C", "C", "C", "O", "C", "H", "H", "H", "H", "H", "H", "H", "H", "C", "C", "C", "O", "C", "H", "H", "H", "H", "H", "H", "H", "H", "C", "C", "C", "O", "C", "H", "H", "H", "H", "H", "H", "H", "H", "C", "C", "C", "O", "C", "H", "H", "H", "H", "H", "H", "H", "H", "C", "C", "C", "O", "C", "H", "H", "H", "H", "H", "H", "H", "H", "C", "C", "C", "O", "C", "H", "H", "H", "H", "H", "H", "H", "H", "C", "C", "C", "O", "C", "H", "H", "H", "H", "H", "H", "H", "H"], "positions_angstrom": [[0.0433, -3.4277, 3.4376], [1.4521, -2.8624, 2.9552], [1.4162, -1.3083, 2.5631], [2.0074, -0.9663, 1.1562], [1.4822, 0.2461, 0.2982], [-0.0204, 0.3663, -0.1924], [-0.3707, -1.0780, -0.7166], [-0.9409, -2.1778, 0.2527], [-0.3017, -3.6064, -0.0540], [-0.4784, -3.8835, -1.4590], [0.3099, 1.0610, -1.6400], [-1.1343, 1.4836, -2.1028], [-2.0901, 1.5888, -0.7881], [-3.2164, 0.5179, -1.0548], [-3.9493, 0.4181, -2.4236], [-5.0428, -0.7448, -2.2758], [-6.4184, -0.2669, -1.6926], [-6.7027, -0.7919, -0.3402], [-6.2424, -1.9051, 0.3364], [-6.7873, -1.9425, 1.6898], [-7.6643, -0.7203, 1.7328], [-7.5899, -0.0364, 0.4366], [-2.6906, 2.9860, -1.1766], [-3.8323, 3.7598, -0.4671], [-4.8941, 3.1148, 0.4704], [-3.1588, 5.2305, 0.4615], [-1.0556, 1.3465, 0.3522], [-2.0084, 0.9052, 1.4350], [-1.7981, 1.1448, 2.9585], [-1.6940, -0.0436, 4.0256], [-1.8618, 2.3042, 3.5112], [-0.5758, 2.7137, 0.7531], [0.5542, 3.0640, 1.7543], [0.9781, 4.1877, 1.6553], [1.5383, 2.0813, 3.3924], [0.1170, -3.7839, 4.5031], [-0.3099, -4.3135, 2.8415], [-0.6957, -2.5858, 3.4301], [1.9257, -3.4869, 2.1434], [2.1390, -2.9884, 3.8445], [2.0675, -0.8212, 3.3468], [0.3978, -0.8552, 2.6347], [1.9725, -1.8965, 0.5118], [3.1182, -0.7888, 1.3003], [1.9977, 1.1811, 0.6346], [2.0635, 0.0332, -0.6571], [0.5923, -1.4953, -1.1391], [-1.0541, -1.1089, -1.6168], [-2.0324, -2.3452, -0.0197], [-0.9654, -1.9308, 1.3422], [-0.8870, -4.3445, 0.5618], [0.7667, -3.6903, 0.2604], [0.3937, -3.8888, -1.8949], [1.0104, 1.9298, -1.4509], [0.7869, 0.3874, -2.3919], [-0.9719, 2.4152, -2.7009], [-1.3721, 0.7200, -2.8779], [-2.9545, -0.5413, -0.7590], [-4.0559, 0.7346, -0.3181], [-3.3366, 0.1163, -3.3143], [-4.5082, 1.3468, -2.7217], [-4.5535, -1.5628, -1.6855], [-5.2271, -1.1586, -3.3019], [-6.4417, 0.8611, -1.6655], [-7.2523, -0.5858, -2.3782], [-5.5247, -2.6341, -0.0934], [-6.5929, -2.6700, 2.5069], [-8.2519, -0.3601, 2.6035], [-8.0874, 0.8919, 0.0890], [-3.0050, 2.8878, -2.2604], [-1.8907, 3.7781, -1.3282], [-4.4402, 4.2875, -1.2641], [-5.4724, 2.2516, 0.0245], [-5.6865, 3.9020, 0.6539], [-4.5225, 2.8672, 1.5098], [-2.3298, -0.1727, 1.3796], [-2.9203, 1.5653, 1.3126], [-2.2896, 0.2190, 4.9374], [-0.6313, -0.2083, 4.3445], [-2.1759, -0.9434, 3.5619], [-1.7511, 2.2241, 4.5245], [-0.2174, 3.2315, -0.1831], [-1.4774, 3.2431, 1.1891], [4.3090, 7.4301, 0.3645], [3.9039, 6.2209, 1.1851], [3.9175, 5.1173, 0.1431], [4.9124, 5.4703, -0.8220], [5.3134, 6.8302, -0.6035], [4.7242, 8.2453, 0.9574], [3.4431, 7.8129, -0.1843], [4.6598, 6.0217, 1.9504], [2.9385, 6.3275, 1.6798], [2.9540, 5.0482, -0.3768], [4.1531, 4.1397, 0.5704], [6.3211, 6.8185, -0.1753], [5.3470, 7.3613, -1.5566], [-8.3342, -4.2728, -4.5849], [-8.1893, -3.6517, -5.9613], [-7.6582, -2.2693, -5.6285], [-6.8891, -2.4005, -4.4232], [-7.1390, -3.6932, -3.8510], [-8.3401, -5.3627, -4.5929], [-9.2622, -3.9291, -4.1186], [-7.4477, -4.2073, -6.5425], [-9.1179, -3.6245, -6.5314], [-8.4745, -1.5663, -5.4317], [-7.0298, -1.8592, -6.4212], [-6.2442, -4.3063, -4.0030], [-7.3133, -3.5921, -2.7774], [1.6642, 4.8390, -4.4033], [3.0339, 5.3761, -4.0327], [3.7430, 4.1235, -3.5541], [3.1821, 3.0236, -4.2891], [2.0059, 3.4723, -4.9719], [1.1206, 5.4691, -5.1080], [1.0524, 4.7273, -3.5012], [3.5310, 5.7702, -4.9237], [3.0089, 6.1646, -3.2798], [3.5596, 3.9453, -2.4904], [4.8204, 4.1628, -3.7186], [2.2399, 3.5342, -6.0399], [1.2013, 2.7454, -4.8338], [1.6349, 3.8495, 7.2737], [3.0551, 4.3492, 7.4558], [3.2874, 4.0984, 8.9351], [2.4979, 2.9548, 9.2891], [1.5977, 2.6600, 8.2162], [1.3905, 3.5841, 6.2447], [0.9268, 4.6138, 7.6074], [3.7423, 3.7398, 6.8607], [3.1941, 5.3930, 7.1735], [2.9451, 4.9440, 9.5405], [4.3360, 3.9059, 9.1686], [1.9530, 1.7493, 7.7194], [0.5992, 2.4712, 8.6166], [5.3998, -3.3912, -2.0819], [4.8433, -3.4287, -3.4943], [3.3524, -3.2791, -3.2496], [3.2044, -2.4911, -2.0566], [4.4839, -2.3862, -1.4100], [6.4511, -3.1083, -2.0309], [5.2866, -4.3731, -1.6123], [5.2162, -2.5719, -4.0623], [5.0952, -4.3347, -4.0421], [2.8791, -4.2518, -3.0711], [2.8381, -2.7888, -4.0786], [4.8475, -1.3626, -1.5510], [4.3701, -2.5709, -0.3396], [2.9152, -6.3025, -7.1923], [4.1980, -7.1086, -7.1329], [5.2461, -6.0203, -6.9899], [4.6254, -4.9366, -6.2817], [3.2118, -5.1696, -6.2269], [2.0256, -6.8713, -6.9203], [2.7721, -5.9058, -8.2016], [4.1956, -7.7448, -6.2428], [4.3596, -7.7432, -8.0043], [5.5643, -5.6441, -7.9674], [6.1286, -6.3570, -6.4429], [2.9566, -5.4489, -5.1979], [2.6790, -4.2507, -6.4806], [2.0968, -2.6391, 7.8082], [3.5849, -2.4724, 8.0491], [4.0404, -1.8144, 6.7594], [2.9360, -1.0319, 6.2815], [1.7623, -1.3805, 7.0287], [1.5120, -2.7407, 8.7226], [1.9178, -3.5226, 7.1876], [3.7505, -1.7962, 8.8926], [4.1044, -3.4082, 8.2557], [4.2796, -2.5611, 5.9945], [4.9105, -1.1711, 6.9011], [1.5321, -0.5470, 7.7009], [0.9202, -1.5201, 6.3456]]}

=====

[5]
{"formula": "C6H8N2O2", "method": "ωB97M-V with the def2-TZVPD basis set", "relative_energy_kcal_mol": 122.03, "charge": 0, "gap_ev": 11.11, "lumo_ev": -0.07, "multiplicity": 1, "symbols": ["C", "C", "C", "C", "C", "C", "N", "N", "O", "O", "H", "H", "H", "H", "H", "H", "H", "H"], "positions_angstrom": [[-1.1023, 1.2945, -0.6719], [-0.1881, 0.0885, -0.4707], [-0.7583, -1.1937, -1.1349], [1.2953, 0.2253, -0.5189], [0.6171, 0.0690, 0.8330], [0.3960, 1.1955, 1.6590], [0.1365, 2.0680, 2.3546], [0.7997, -1.2234, 1.5239], [0.5650, -1.2916, 2.6984], [1.1673, -2.1812, 0.8725], [-1.8719, 1.1671, 0.2104], [-1.5447, 1.3380, -1.7648], [-0.6328, 2.2378, -0.4271], [-1.8941, -1.1291, -1.0949], [-0.2928, -2.0733, -0.5023], [-0.2835, -1.0901, -2.1847], [1.7936, 1.1953, -0.5590], [1.7979, -0.6967, -0.8225]]}